The following is a quantum chemistry calculation of C38H39BN2O4 in the gas phase at a distorted geometry, from the OMol25 dataset.

Positions of all 84 atoms, in Å:
O1 -3.3113 1.1022 0.6624
O2 0.4767 -1.9216 0.9079
O3 -3.0554 -1.6264 1.5953
O4 0.7769 0.3194 2.2127
N1 2.4742 -2.1536 -5.0299
N2 3.0768 2.7353 0.3959
C1 -0.3722 4.7571 1.3809
C2 1.8677 -1.6482 -3.9177
C3 2.0679 4.7877 1.4212
C4 -3.6534 -2.0164 2.7562
C5 -1.4260 -2.0756 3.0510
C6 0.5776 -1.0788 -4.0064
C7 0.7566 -0.3048 -1.7130
C8 -2.6839 -2.2891 3.6807
C9 3.8913 -2.4508 -5.0425
C10 0.2029 0.6332 -0.6258
C11 -0.3955 3.5111 0.7361
C12 -5.6471 1.7081 0.6547
C13 0.9974 0.8922 3.4289
C14 2.3703 0.9007 3.8926
C15 2.5386 -1.6270 -2.6721
C16 0.8334 5.3872 1.7289
C17 1.1916 1.6153 -0.1143
C18 4.4827 3.0610 0.4531
C19 -1.1695 1.1706 2.8904
C20 2.0102 -3.7124 0.4454
C21 0.7426 -3.0388 0.2226
C22 0.0889 -0.3337 -2.9443
C23 1.9527 -1.0026 -1.5802
C24 -0.2752 -3.3335 -0.6781
C25 -0.5453 0.4972 1.8622
C26 -4.5099 1.1102 -0.0091
C27 -0.8589 -1.4558 0.5685
C28 1.8022 -2.1473 -6.3127
C29 2.5825 1.5847 -0.1620
C30 0.8126 2.8971 0.4476
C31 -0.1774 1.4432 3.8814
C32 -2.9889 0.1038 -1.3065
C33 -1.6952 -1.6478 1.7700
C34 -1.2768 -2.4007 -0.5063
C35 2.0207 3.5630 0.7768
C36 -5.0994 -2.1302 2.7453
C37 -2.3728 0.4836 -0.1330
C38 -4.3588 0.5030 -1.2323
B1 -0.9125 0.2026 0.3603
H1 -0.4475 -2.1827 3.5160
H2 -0.8129 0.2697 -3.0903
H3 1.8260 -4.7029 0.8819
H4 -1.3339 3.0254 0.4753
H5 -5.3641 2.5693 1.2670
H6 -6.1602 0.9759 1.2932
H7 -0.5166 1.2694 -1.1878
H8 -2.5285 -0.4317 -2.1359
H9 0.8161 6.3544 2.2345
H10 4.1324 -2.8884 -6.0183
H11 4.6641 3.7416 1.2867
H12 -2.8472 -2.6222 4.7019
H13 2.4758 -1.0102 -0.6245
H14 4.1370 -3.1661 -4.2440
H15 -5.1267 0.3286 -1.9792
H16 5.0536 2.1371 0.6032
H17 1.6141 -1.1235 -6.6765
H18 -6.3711 2.0385 -0.0970
H19 -5.5811 -1.3092 2.1944
H20 3.2557 0.8351 -0.5483
H21 2.3936 0.6613 4.9636
H22 -5.4577 -2.1304 3.7806
H23 2.8114 1.9042 3.7674
H24 3.5227 -2.0851 -2.5693
H25 2.4995 -3.8874 -0.5200
H26 -0.0019 -1.1500 -4.9267
H27 -0.2483 -4.1616 -1.3860
H28 4.8307 3.5307 -0.4792
H29 -2.2576 -2.4213 -0.9797
H30 -0.3169 2.0194 4.7926
H31 3.0314 5.2461 1.6387
H32 2.9793 0.1701 3.3450
H33 -5.4083 -3.0848 2.2913
H34 2.4428 -2.6758 -7.0288
H35 -2.2106 1.4701 2.9391
H36 -1.3169 5.2537 1.6081
H37 4.5051 -1.5451 -4.8881
H38 2.6736 -3.1372 1.0957
H39 0.8334 -2.6596 -6.2394

Output
- LUMO level (eV) = -0.83
- HOMO energy (eV) = -6.46
- Kohn-Sham gap (eV) = 5.6
- DFT total energy (eV) = -51881.8224
- multiplicity = 1
- energy above the lowest of the compared OMol25 structures with the same formula, charge and spin (eV) = 0.000
- maximum force (eV/Å) = 3.1